(1)
This record from OMol25 describes a molecular structure, C5H4FeO7 in a non-equilibrium geometry. The level of theory is ωB97M-V/def2-TZVPD.

Atoms and positions in Å:
O 1.079 1.653 -0.592
C 1.740 0.676 -1.099
O 2.575 0.806 -1.989
O 1.316 -0.238 1.227
O 3.216 -0.994 0.308
C 2.149 -0.399 0.268
Fe -0.008 1.113 0.910
O -1.778 1.453 1.110
C -2.822 1.926 0.351
C -2.459 2.119 -1.113
O -2.215 0.848 -1.761
C -1.106 0.611 -2.405
H -3.695 1.244 0.399
H -3.186 2.916 0.698
H -1.561 2.742 -1.231
H -3.287 2.566 -1.675
O -0.845 -0.451 -2.889

Its LUMO energy (spin up / spin down) is -0.88 / -3.69 eV. As for the charge: 0. The energy is -1983.1913 Eh. The multiplicity is 7. The value obtained for the orbital gap (spin up / spin down) is 8.532 / 5.756 eV. The value obtained for the energy above the lowest of the compared OMol25 structures with the same formula, charge and spin is 17.71 kJ/mol. Its expectation value of S² is 12.02.

Here are the natural (NBO) charges for atoms 1 to 5, given in e:
1 O -0.80
2 C 0.64
3 O -0.51
4 O -0.82
5 O -0.53



(2)
This record from OMol25 describes a single C2H2O2 molecule in a non-equilibrium geometry. The level of theory is ωB97M-V/def2-TZVPD.

Atoms and positions in Å:
C 0.227 0.029 -0.566
C -0.129 -0.964 0.192
O -0.095 1.295 -0.142
O -0.524 -1.702 1.037
H 0.650 0.054 -1.433
H -0.128 1.287 0.911

Its LUMO energy is 0.27 eV. As for the charge: 0. The energy is -227.8005 Eh. The multiplicity is 1. The value obtained for the orbital gap is 8.924 eV. The value obtained for the energy above the lowest of the compared OMol25 structures with the same formula, charge and spin is 124.07 kJ/mol. The SMILES is O=C=CO.

Here are the natural (NBO) charges for atoms 1 to 5, given in e:
1 C -0.18
2 C 0.61
3 O -0.66
4 O -0.45
5 H 0.21



(3)
This record from OMol25 describes 2 unconnected molecules or ions with the total composition C3H8N3 in a non-equilibrium geometry. The level of theory is ωB97M-V/def2-TZVPD.

Atoms and positions in Å:
C 0.292 1.544 0.221
C 1.048 0.452 0.998
C -0.724 -0.153 -0.942
N -0.475 1.098 -0.679
N -1.825 -0.911 -0.915
N 0.638 -0.855 0.579
H 0.619 2.500 0.522
H 2.138 0.625 0.939
H 0.971 0.775 2.130
H 0.257 -0.542 -1.969
H -2.153 -1.343 -1.781
H -2.505 -0.537 -0.298
H 1.375 -1.135 -0.067
H 0.344 -1.519 1.262

Its LUMO energy is -4.29 eV. As for the charge: +1. The energy is -283.0331 Eh. The multiplicity is 1. The value obtained for the orbital gap is 10.624 eV. The value obtained for the energy above the lowest of the compared OMol25 structures with the same formula, charge and spin is 342.96 kJ/mol.

Here are the natural (NBO) charges for atoms 1 to 5, given in e:
1 C 0.23
2 C -0.34
3 C 0.42
4 N -0.42
5 N -0.78



(4)
This record from OMol25 describes a molecular structure, C4H8ClNiO2S in a non-equilibrium geometry. The level of theory is ωB97M-V/def2-TZVPD.

Atoms and positions in Å:
Ni -1.432 1.372 3.198
Cl -2.123 2.874 1.745
C 0.228 0.069 -1.577
C -0.535 -1.131 -1.016
C 0.293 -1.531 0.203
S 0.703 0.076 0.980
O 2.086 0.150 1.336
O -0.247 0.336 2.095
C 0.345 1.093 -0.449
H -0.195 0.498 -2.482
H 1.250 -0.248 -1.800
H -0.482 -1.978 -1.697
H -1.544 -0.945 -0.649
H 1.253 -1.992 -0.024
H -0.140 -2.091 1.033
H 1.134 1.825 -0.607
H -0.595 1.624 -0.289

Its LUMO energy (spin up / spin down) is -5.92 / -7.26 eV. As for the charge: +1. The energy is -2674.0759 Eh. The multiplicity is 3. The value obtained for the orbital gap (spin up / spin down) is 8.865 / 7.560 eV. The value obtained for the energy above the lowest of the compared OMol25 structures with the same formula, charge and spin is 0.00 kJ/mol. Its expectation value of S² is 2.00.

Here are the natural (NBO) charges for atoms 1 to 5, given in e:
1 Ni 1.50
2 Cl -0.60
3 C -0.41
4 C -0.42
5 C -0.61